Record 1
{"formula": "C2H3ClS", "method": "ωB97M-V/def2-TZVPD", "elements": ["Cl", "C", "C", "S", "H", "H", "H"], "positions_angstrom": [[-2.5877, -0.1087, 0.0991], [-1.0245, 0.2225, -0.4833], [0.1272, 0.2426, 0.4102], [-0.2069, 1.9546, -0.0215], [-0.8014, 0.0307, -1.4642], [-0.0172, -0.1188, 1.4657], [1.1834, -0.0706, 0.2385]], "e_above_lowest_kj_mol": 49.94, "homo_ev": -9.055, "homo_lumo_gap_ev": 9.72, "e_tot_ha": -936.3378}

***

Record 2
{"formula": "C42H53N5P2ReSSb", "method": "ωB97M-V/def2-TZVPD", "elements": ["Re", "C", "C", "N", "N", "C", "N", "S", "C", "C", "C", "C", "C", "N", "H", "H", "H", "H", "H", "H", "H", "H", "H", "C", "N", "P", "C", "C", "C", "C", "C", "C", "C", "C", "C", "C", "C", "C", "P", "C", "C", "C", "C", "C", "C", "C", "C", "C", "C", "C", "C", "H", "H", "H", "H", "H", "H", "H", "H", "H", "H", "H", "H", "H", "H", "H", "H", "H", "H", "H", "H", "H", "H", "H", "C", "C", "C", "Sb", "C", "C", "C", "C", "C", "C", "H", "H", "H", "H", "H", "H", "H", "H", "H", "H", "H", "H", "H", "H", "H", "H", "H", "H", "H", "H", "H"], "positions_angstrom": [[-0.4200, 0.6458, 0.3340], [-0.8409, 4.6020, 2.2342], [-1.0030, 3.3380, 1.4696], [-0.0725, 2.4609, 1.3265], [1.2047, 2.7871, 1.8064], [1.4149, 2.3498, 3.0168], [2.4358, 2.8539, 3.7220], [0.4121, 1.1035, 3.7724], [-2.2377, 2.9585, 0.7604], [-3.3626, 3.7515, 0.6592], [-4.4499, 3.2999, -0.0796], [-4.3822, 2.0579, -0.6878], [-3.2286, 1.3084, -0.5544], [-2.1684, 1.7463, 0.1476], [-0.4327, 4.4014, 3.2248], [-0.1274, 5.2495, 1.7182], [-1.7791, 5.1329, 2.3574], [2.9522, 3.6407, 3.3595], [2.6260, 2.5305, 4.6565], [-3.3916, 4.7163, 1.1419], [-5.3354, 3.9135, -0.1758], [-5.2100, 1.6623, -1.2586], [-3.1306, 0.3390, -1.0160], [2.6722, -1.5013, 0.5595], [1.2373, -1.6232, 0.9876], [0.0054, -1.6806, -0.2501], [0.8281, -2.4541, -1.6602], [0.5230, -2.0564, -2.9545], [1.0402, -2.7355, -4.0500], [1.8803, -3.8193, -3.8545], [2.2065, -4.2203, -2.5631], [1.6826, -3.5474, -1.4741], [-1.2844, -2.8720, 0.1661], [-2.5903, -2.4127, 0.3002], [-3.6410, -3.2977, 0.4964], [-3.3851, -4.6578, 0.5721], [-2.0816, -5.1303, 0.4549], [-1.0386, -4.2472, 0.2421], [0.7920, -0.7639, 2.4369], [2.2145, -1.3273, 3.4149], [2.4173, -2.7159, 3.4414], [3.4499, -3.2615, 4.1822], [4.3250, -2.4282, 4.8674], [4.1732, -1.0528, 4.7876], [3.1208, -0.5025, 4.0701], [-0.7841, -1.4768, 2.9391], [-0.9287, -2.7954, 3.3774], [-2.1721, -3.2643, 3.7650], [-3.2863, -2.4342, 3.7233], [-3.1636, -1.1291, 3.2747], [-1.9212, -0.6536, 2.8881], [2.7363, -1.3772, -0.5167], [3.2084, -2.4022, 0.8505], [3.1476, -0.6519, 1.0442], [-0.1390, -1.2218, -3.1208], [0.7887, -2.4194, -5.0536], [2.2828, -4.3543, -4.7037], [2.8701, -5.0596, -2.4078], [1.9619, -3.8695, -0.4783], [-2.7956, -1.3491, 0.2645], [-4.6530, -2.9289, 0.5954], [-4.1995, -5.3541, 0.7194], [-1.8834, -6.1916, 0.5137], [-0.0399, -4.6430, 0.1252], [1.7892, -3.3784, 2.8618], [3.5773, -4.3347, 4.2153], [5.1341, -2.8533, 5.4454], [4.8763, -0.4017, 5.2884], [3.0435, 0.5690, 4.0040], [-0.0841, -3.4631, 3.4377], [-2.2701, -4.2818, 4.1178], [-4.2476, -2.8072, 4.0505], [-4.0262, -0.4770, 3.2526], [-1.8398, 0.3853, 2.5838], [-2.0522, -0.3776, -3.4791], [-1.3259, 0.9637, -3.6691], [-0.6352, 1.0462, -5.0347], [0.0771, 1.5903, -2.1566], [-0.2372, 3.7085, -2.1417], [-0.3346, 4.2599, -3.5669], [0.8267, 4.4451, -1.3302], [2.1561, 1.2429, -2.5180], [2.8999, 1.5567, -1.2204], [2.7044, 2.0405, -3.7014], [-3.1175, -0.2532, -3.6808], [-1.9520, -0.8205, -2.4860], [-1.6866, -1.1183, -4.1889], [-2.0482, 1.7790, -3.5697], [0.1421, 0.2850, -5.1292], [-0.1879, 2.0190, -5.2310], [-1.3680, 0.8605, -5.8224], [-1.2146, 3.8028, -1.6561], [0.5917, 4.1143, -4.1228], [-0.5150, 5.3359, -3.5247], [-1.1531, 3.8226, -4.1377], [1.7817, 4.4544, -1.8556], [0.9975, 4.0277, -0.3382], [0.5288, 5.4892, -1.2100], [2.2080, 0.1763, -2.7346], [2.9678, 2.6281, -1.0390], [3.9188, 1.1666, -1.2766], [2.4310, 1.1102, -0.3344], [2.6693, 3.1139, -3.5172], [2.1735, 1.8310, -4.6292], [3.7514, 1.7766, -3.8626]], "spin_multiplicity": 2, "e_above_lowest_kj_mol": 22.26, "homo_ev": [-16.220, -15.429], "homo_lumo_gap_ev": [6.52, 5.84], "total_charge": 3, "e_tot_ha": -3304.4783}

***

Record 3
{"formula": "C6H13NO", "method": "ωB97M-V/def2-TZVPD", "elements": ["C", "N", "C", "C", "O", "C", "C", "C", "H", "H", "H", "H", "H", "H", "H", "H", "H", "H", "H", "H", "H"], "positions_angstrom": [[0.2728, 2.9303, -0.4221], [0.4613, 1.5187, -0.6815], [1.0973, 0.7814, 0.4008], [1.0161, -0.6764, 0.0247], [0.9372, -1.7098, 0.9657], [-0.2590, -1.4715, 0.2775], [-1.4002, -0.9485, 1.1182], [-0.6733, -2.4228, -0.8231], [1.2046, 3.4713, -0.1951], [-0.4027, 3.0425, 0.4265], [-0.1883, 3.3881, -1.2953], [0.9982, 1.3938, -1.5343], [0.5456, 0.9854, 1.3218], [2.1510, 1.0694, 0.5663], [1.6330, -0.9319, -0.8368], [-2.0880, -1.7585, 1.3554], [-1.9371, -0.1731, 0.5739], [-1.0280, -0.5311, 2.0504], [-1.2939, -1.8915, -1.5423], [0.2011, -2.8131, -1.3362], [-1.2476, -3.2527, -0.4145]], "e_above_lowest_kj_mol": 198.57, "homo_ev": -8.969, "homo_lumo_gap_ev": 9.98, "e_tot_ha": -366.3583}

***

Max |F| across the listed records, respectively: 0.065, 0.021, 0.033 hartree/bohr.